ORCA calculation (ωB97M-V/def2-TZVPD) on a molecular structure, C12H7HgN2O5 in a non-equilibrium geometry.

- Multiplicity: 1
- Strongest force on any atom: 3.37 eV Å⁻¹
- E_HOMO: -10.739 eV
- Net charge: +1
- Relative energy (zero: lowest compared OMol25 entry of this formula, charge and spin): 1.033 eV
- Gap between HOMO and LUMO: 7.505 eV

Element x y z (Å)
O -0.975 -5.561 -1.295
C -0.777 -4.470 -1.075
Hg -0.789 -1.779 -0.622
O 2.961 -2.355 0.326
C 1.873 -2.196 -0.001
C -2.969 -1.538 -1.333
O -3.367 -0.415 -1.396
C -1.587 -2.132 1.724
O -2.053 -2.367 2.722
C -0.093 -1.492 -3.165
O 0.060 -1.379 -4.275
H -3.197 -2.675 -1.444
N -0.385 2.482 -0.942
C -0.768 1.230 -1.295
N -0.285 0.359 -0.422
C 0.453 1.015 0.565
C 1.215 0.512 1.633
C 1.956 1.448 2.374
C 1.915 2.837 2.030
C 1.138 3.320 0.942
C 0.406 2.379 0.243
H -0.646 3.322 -1.462
H -1.404 0.950 -2.144
H 1.199 -0.560 1.839
H 2.581 1.145 3.239
H 2.492 3.540 2.632
H 1.043 4.378 0.600

Force components x, y, z for each atom (eV/Å):
0.1 1.4 0.2
0.0 -2.0 -0.3
-1.2 0.1 -0.4
-3.2 0.5 -1.0
3.2 -0.6 0.9
2.9 -1.4 0.9
-1.1 -1.5 -0.4
-0.1 -0.3 1.9
0.1 0.2 -0.8
0.8 0.0 -1.5
-0.3 0.0 0.6
-2.0 2.1 -0.6
0.2 0.0 0.3
0.7 0.1 1.4
0.2 0.2 -0.1
-0.3 0.6 -0.9
0.0 0.7 0.0
-0.3 0.3 -0.3
-0.6 -0.1 -0.7
0.3 0.5 0.6
-0.2 -0.2 -0.8
0.3 -0.4 0.5
0.4 0.4 0.5
0.1 0.4 0.2
-0.6 0.1 -0.8
-0.2 -0.2 -0.3
0.5 -0.9 0.8